# 1
94
Properties=species:S:1:pos:R:3:forces:R:3 method="wB97M-V/def2-TZVPD" largest_force_ev_per_a=0.37 e_above_lowest_kcal_mol=0.0 lumo_ha="-0.0430 / -0.0430"
Y -1.120831 0.436455 -0.816939 0.2 -0.3 0.0
C 1.930066 -3.939134 -3.195584 0.0 0.0 0.0
C 0.555977 -4.137236 -3.259418 0.0 0.0 0.0
C -0.287823 -3.502288 -2.359876 0.0 0.0 0.0
C 0.229286 -2.656083 -1.378207 0.0 0.1 0.0
C 1.608691 -2.477758 -1.310929 0.0 0.0 0.0
C 2.452330 -3.109107 -2.214047 0.0 0.0 0.0
N -0.640529 -1.927380 -0.525698 0.0 -0.1 0.1
C -1.176111 -2.571765 0.511605 0.0 0.0 -0.1
C -0.843258 -3.922939 0.874033 0.0 0.1 0.0
C -1.406874 -4.525031 1.956255 0.0 0.0 0.0
C -2.352258 -3.861486 2.780914 0.0 0.0 0.0
C -2.703781 -2.583946 2.477909 0.0 0.1 0.0
C -2.129949 -1.918597 1.365906 0.0 0.0 0.0
N -2.462146 -0.636983 1.025014 -0.1 0.0 0.1
N -3.379911 -0.054287 1.679003 0.1 -0.1 -0.1
C -3.637261 1.250138 1.231654 0.0 0.0 -0.1
C -4.691713 1.931865 1.833023 0.0 0.0 0.0
C -4.979745 3.212852 1.409447 0.0 0.0 0.0
C -4.207875 3.785481 0.404959 0.0 0.0 0.0
C -3.173700 3.042997 -0.129554 0.0 0.0 0.0
N -2.887597 1.799636 0.267870 -0.1 0.0 0.1
H 2.585482 -4.429009 -3.903987 0.0 0.0 0.0
H 0.136534 -4.785748 -4.018493 0.0 0.0 0.0
H -1.360281 -3.647105 -2.410857 0.0 0.0 0.0
H 2.013331 -1.820159 -0.552841 0.0 0.0 0.0
H 3.521406 -2.946373 -2.150284 0.0 0.0 0.0
H -0.120805 -4.458564 0.275437 0.0 0.0 0.0
H -1.118110 -5.541462 2.197382 0.0 0.0 0.0
H -2.779286 -4.367204 3.635809 0.0 0.0 0.0
H -3.417558 -2.037529 3.078346 0.0 0.0 0.0
H -5.255685 1.434212 2.608471 0.0 0.0 0.0
H -5.796435 3.764657 1.856319 0.0 0.0 0.0
H -4.396081 4.786427 0.044610 0.0 0.0 0.0
H -2.531059 3.452303 -0.899475 0.0 0.0 0.0
S 1.832621 4.337074 -1.216024 0.0 0.0 0.0
C 0.861518 4.691933 0.143834 0.0 0.0 0.0
C -0.024683 3.689486 0.403866 0.0 -0.1 0.0
C 0.041560 2.562156 -0.485721 0.1 0.3 0.0
C 1.028687 2.805993 -1.409805 -0.1 0.0 -0.1
C 1.409388 1.881436 -2.478647 0.0 0.0 0.0
C 2.391292 2.172250 -3.426673 0.0 0.0 0.0
C 2.690410 1.245282 -4.404046 0.0 0.0 0.0
C 2.001399 0.040515 -4.429326 0.0 0.0 0.0
C 1.042428 -0.177460 -3.461264 -0.1 0.0 0.0
N 0.750073 0.705119 -2.501022 0.1 0.0 0.0
H 0.992207 5.621677 0.676834 0.0 0.0 0.0
H -0.718364 3.760840 1.234576 0.0 0.0 0.0
H 2.907353 3.121984 -3.390266 0.0 0.0 0.0
H 3.450863 1.461273 -5.143723 0.0 0.0 0.0
H 2.194479 -0.714938 -5.177056 0.0 0.0 0.0
H 0.482373 -1.105111 -3.450498 0.0 0.1 0.0
C 1.035167 -2.040404 3.460030 0.0 0.0 0.0
C 2.195426 -1.518828 2.610833 0.0 0.0 -0.1
C 3.482537 -1.420504 3.419631 0.0 0.0 0.0
Sb 1.498936 0.254796 1.549387 -0.2 0.1 0.1
C 3.273044 1.290093 0.837615 0.0 0.0 0.0
C 4.292425 1.795793 1.850935 0.0 0.0 0.0
C 3.945819 0.456745 -0.252648 0.0 0.0 0.0
C 0.898679 1.608099 3.145717 0.0 0.0 0.0
C -0.614997 1.499675 3.324811 0.0 0.0 0.0
C 1.607843 1.500672 4.492254 0.0 0.0 0.0
H 1.274419 -3.029516 3.862872 0.0 0.0 0.0
H 0.107435 -2.135052 2.889609 0.1 0.0 0.0
H 0.839358 -1.383605 4.309850 0.0 0.0 0.0
H 2.357482 -2.233779 1.796909 0.0 0.0 0.0
H 3.413223 -0.669986 4.209266 0.0 0.0 0.0
H 4.341829 -1.176041 2.797286 0.0 0.0 0.0
H 3.689656 -2.382991 3.900129 0.0 0.0 0.0
H 2.805118 2.161034 0.367358 0.0 0.0 0.0
H 4.858516 0.980532 2.298328 0.0 -0.1 0.1
H 3.837914 2.373083 2.653703 -0.1 0.0 0.0
H 5.012383 2.449812 1.347895 0.0 0.0 0.0
H 4.408628 -0.441030 0.170759 0.0 0.0 0.0
H 4.740413 1.031193 -0.739655 0.0 0.0 0.0
H 3.243579 0.137388 -1.028610 0.0 0.0 0.0
H 1.121538 2.583445 2.701813 0.0 0.0 0.0
H -0.904910 0.520276 3.716216 0.0 0.0 0.0
H -1.143633 1.645790 2.380453 0.0 0.0 0.0
H -0.977409 2.256772 4.028694 0.0 0.0 0.0
H 1.371041 0.561561 4.995647 0.0 0.0 0.0
H 1.274890 2.309074 5.152009 0.0 0.0 0.0
H 2.690452 1.568465 4.411669 0.1 0.0 0.0
C -4.289883 -0.131795 -4.976472 0.0 0.0 0.0
C -3.288582 -1.046789 -4.683378 0.0 0.0 0.0
C -2.465778 -0.844019 -3.580866 0.1 0.0 0.0
C -2.577935 0.262259 -2.722052 -0.2 0.1 0.0
C -3.611644 1.152926 -3.058037 0.0 0.0 0.0
C -4.449075 0.974526 -4.154520 0.0 0.0 0.0
H -4.938160 -0.280122 -5.831486 0.0 0.0 0.0
H -3.150687 -1.919956 -5.312085 0.0 0.0 0.0
H -1.699844 -1.594473 -3.397926 0.0 0.0 0.0
H -3.787882 2.036334 -2.449400 0.0 0.0 0.0
H -5.227381 1.699191 -4.367363 0.0 0.0 0.0

# 2
96
Properties=species:S:1:pos:R:3:forces:R:3 method="wB97M-V/def2-TZVPD" largest_force_ev_per_a=6.02 lumo_ha=-0.0096 smiles="CCCCNOC(=O)N(CCC(F)=C(F)F)CC(=O)Br.c1ccccc1.c1ccccc1.c1ccccc1.c1ccccc1.c1ccccc1"
C -2.144832 -0.928136 1.555180 0.1 1.3 -0.2
C -1.398229 0.044859 0.475008 0.1 -0.1 1.0
C -0.471021 -0.754350 -0.561181 0.1 0.1 -0.1
C -0.947581 -0.688707 -2.091824 0.6 0.2 -0.6
N -2.413225 -0.514379 -2.279871 1.2 1.6 0.1
O -3.035624 -1.764173 -2.328759 -2.8 -0.5 0.9
C -4.434078 -1.423888 -2.149528 -1.0 -0.7 -3.1
O -5.148278 -1.506355 -3.173426 2.2 0.5 4.1
N -4.879847 -1.030733 -0.807293 -0.5 -0.7 -1.4
C -5.907055 0.051562 -0.831071 -0.4 1.7 0.1
C -5.185470 1.379588 -0.226400 0.4 -0.4 -0.5
C -4.327945 2.131426 -1.364890 1.6 2.1 0.8
F -4.591101 1.966409 -2.761865 0.8 -0.5 3.0
C -3.250843 2.989979 -1.036762 -1.5 -1.1 -1.0
F -3.218728 3.742486 0.165719 0.6 -2.4 -3.0
F -2.167584 3.170089 -1.920327 -2.6 0.4 2.4
C -5.339862 -2.266709 -0.107564 0.4 -0.6 -0.5
C -5.376110 -2.163951 1.487920 2.3 -4.4 1.7
O -4.866747 -3.116582 2.138987 -2.3 4.7 -3.0
Br -6.181095 -0.704445 2.549327 0.3 -0.7 -0.9
H -2.241977 -1.987400 1.141858 0.0 1.5 0.7
H -3.174537 -0.442829 1.759402 1.5 -1.1 -0.3
H -1.590603 -0.903923 2.559108 -0.7 -0.4 -1.5
H -0.721470 0.775079 1.058826 -1.1 -1.1 -0.9
H -2.223552 0.671839 0.001657 1.4 -1.0 0.1
H -0.370030 -1.850759 -0.239657 -0.2 1.6 -0.4
H 0.586394 -0.303376 -0.519914 -1.5 -0.8 -0.2
H -0.443999 0.213453 -2.611268 -1.0 -1.3 0.9
H -0.621326 -1.615094 -2.697988 -0.3 1.2 1.1
H -2.651726 -0.073473 -3.181714 0.6 -0.3 0.4
H -6.281523 0.338109 -1.869099 0.6 -0.8 1.2
H -6.838934 -0.247230 -0.220864 1.7 0.5 -0.8
H -5.907575 2.065876 0.329338 0.9 -0.8 -1.0
H -4.401959 0.981721 0.520564 -1.3 0.8 -1.1
H -6.335100 -2.636018 -0.551784 1.1 0.6 1.0
H -4.563532 -3.087368 -0.355353 -1.2 1.3 0.8
C -1.074449 7.225370 2.071610 -0.1 0.1 0.0
C -2.159087 6.560455 1.508048 0.0 0.0 0.0
C -3.397790 7.189271 1.430857 0.1 0.1 0.0
C -3.549667 8.487650 1.908758 0.1 -0.1 0.0
C -2.464101 9.153850 2.468933 0.0 -0.1 0.0
C -1.227528 8.521681 2.554487 -0.1 -0.1 -0.1
H -0.109432 6.733530 2.134720 -0.1 0.0 0.0
H -2.039100 5.551363 1.129493 0.0 0.1 0.1
H -4.244846 6.668121 0.997418 0.1 0.0 0.0
H -4.514362 8.979859 1.844211 0.1 0.0 0.0
H -2.582289 10.166763 2.840020 0.0 -0.1 0.0
H -0.382799 9.039322 2.996195 -0.1 0.0 0.0
C 5.454790 0.196012 -2.519845 0.0 0.1 0.0
C 4.375986 -0.459663 -3.105108 0.0 0.0 0.0
C 3.142200 0.176602 -3.198945 0.1 0.1 0.0
C 2.989437 1.473219 -2.716065 0.1 -0.1 0.0
C 4.069142 2.130127 -2.134261 0.0 0.0 0.0
C 5.300717 1.490471 -2.032013 -0.1 0.0 -0.1
H 6.416126 -0.301689 -2.443565 -0.1 0.0 0.0
H 4.496845 -1.468048 -3.487628 0.0 0.1 0.0
H 2.299374 -0.337350 -3.649216 0.1 0.0 0.0
H 2.028428 1.971246 -2.793570 0.1 0.0 0.0
H 3.950370 3.141558 -1.759133 0.0 -0.1 0.0
H 6.140851 2.000801 -1.573239 -0.1 0.0 0.0
C -4.496448 -6.582999 4.305980 -0.2 -0.1 0.0
C -5.300990 -5.640364 3.672522 0.1 0.0 0.0
C -6.676285 -5.837881 3.597082 0.1 -0.1 0.1
C -7.248608 -6.973358 4.163626 0.1 0.0 0.0
C -6.444343 -7.913679 4.800069 0.0 0.0 0.0
C -5.067942 -7.721175 4.867783 0.0 0.1 0.0
H -3.423627 -6.430828 4.361981 -0.1 0.0 0.0
H -4.856294 -4.751033 3.236261 -0.1 -0.4 0.3
H -7.302870 -5.106291 3.097462 0.0 0.0 0.0
H -8.321646 -7.124759 4.108898 0.1 0.0 0.0
H -6.890866 -8.798046 5.243120 0.0 0.1 0.0
H -4.440583 -8.457176 5.359286 -0.1 0.0 0.0
C 10.573816 -2.454461 -4.837173 -0.1 0.1 0.0
C 9.495145 -3.110114 -5.422499 0.0 0.1 0.0
C 8.261231 -2.474043 -5.516757 0.1 0.1 0.0
C 8.108557 -1.177555 -5.034024 0.0 -0.1 0.0
C 9.188255 -0.520561 -4.452038 0.0 -0.1 0.0
C 10.419776 -1.160083 -4.349509 -0.1 -0.1 0.0
H 11.534903 -2.951975 -4.760810 -0.1 0.0 0.0
H 9.616101 -4.118366 -5.804951 0.0 0.1 0.0
H 7.418655 -2.987912 -5.967153 0.1 0.0 0.0
H 7.147607 -0.679506 -5.111804 0.1 0.0 0.0
H 9.069351 0.491025 -4.077170 0.0 -0.1 0.0
H 11.259831 -0.649678 -3.890859 -0.1 0.0 0.0
C 5.338110 0.498227 4.138838 0.0 0.0 -0.1
C 5.918645 -0.196083 3.081879 -0.1 0.0 0.0
C 5.454925 -0.004135 1.784064 0.0 0.1 0.1
C 4.416401 0.890101 1.541827 0.0 0.0 0.1
C 3.838336 1.587188 2.598365 0.1 -0.1 0.0
C 4.295900 1.388415 3.897407 0.1 0.0 -0.1
H 5.697670 0.345797 5.151058 0.0 0.0 -0.1
H 6.732948 -0.888257 3.269977 -0.1 0.1 0.0
H 5.903191 -0.550535 0.960863 0.0 0.1 0.0
H 4.058078 1.043354 0.529228 0.0 0.0 0.1
H 3.029529 2.285729 2.409038 0.1 -0.1 0.0
H 3.841425 1.927895 4.721477 0.0 0.0 -0.1

The calculation returns the following E values, one per record and in order: -2539.91061; -4798.49569 Ha.